1.
The following is a DFT calculation (the ωB97M-V functional and the def2-TZVPD basis) of C13H21N7ReS3 as an isolated structure in a non-equilibrium geometry.

Computed properties:
- Lowest unoccupied orbital energy (spin up / spin down): -0.32776 / -0.31302 hartree
- E: -58871.6243 eV
- E_HOMO (spin up / spin down): -14.93 / -14.95 eV
- Frontier orbital gap (spin up / spin down): 0.2209 / 0.2364 Eh
- 2S+1: 2
- <S²>: 0.8568
- Charge: +2

Each line ends with the Mulliken charge.
Positions of all 45 atoms, in Å:
Re (-0.24, 0.25, -0.07)  0.621
S (1.81, 1.21, 0.09)  -0.082
S (-0.34, -0.17, 2.31)  -0.364
S (-0.05, 1.57, -2.02)  -0.257
N (-2.32, -3.21, -1.63)  0.130
N (-2.82, -0.95, 2.79)  -0.030
N (-3.17, -1.04, -1.49)  0.116
N (4.32, 3.94, -0.59)  -0.269
N (-1.30, -2.65, 2.44)  0.039
N (-1.04, -1.53, -0.65)  -0.561
N (1.60, 4.40, -4.00)  -0.274
C (-3.25, 0.25, -0.84)  -0.963
C (-1.59, -1.37, 2.53)  0.133
C (-2.17, -1.92, -1.27)  0.856
C (3.40, 3.58, -1.17)  -0.195
C (2.24, 3.15, -1.86)  0.723
C (-3.61, -3.87, -1.65)  -1.300
C (1.47, 2.13, -1.37)  0.607
C (-4.09, -1.16, -2.61)  -1.248
C (-3.32, -3.13, 3.70)  -0.704
C (-3.91, -1.85, 3.12)  -0.547
C (-2.28, -3.69, 2.74)  -0.442
C (1.89, 3.84, -3.04)  -0.168
C (-1.19, -4.08, -1.85)  -1.312
H (-4.29, 0.42, -0.55)  0.374
H (-4.37, -3.25, -1.20)  0.410
H (-2.84, -2.90, 4.65)  0.318
H (-3.78, -1.95, -3.28)  0.416
H (-1.46, -4.81, -2.61)  0.377
H (-2.63, 0.30, 0.07)  0.261
H (-0.32, -3.53, -2.22)  0.518
H (-2.96, 0.04, 2.94)  0.322
H (-4.11, -3.87, 3.87)  0.368
H (-4.09, -0.23, -3.17)  0.423
H (-1.77, -4.55, 3.17)  0.440
H (-2.97, 1.06, -1.52)  0.324
H (-3.91, -4.15, -2.66)  0.381
H (-0.42, -2.33, -0.48)  0.214
H (-3.53, -4.80, -1.08)  0.450
H (-2.75, -4.01, 1.80)  0.129
H (-0.33, -2.92, 2.36)  0.337
H (-4.56, -1.36, 3.84)  0.426
H (-0.91, -4.64, -0.95)  0.381
H (-4.48, -2.06, 2.21)  0.241
H (-5.11, -1.35, -2.26)  0.381


2.
The following is a DFT calculation (the ωB97M-V functional and the def2-TZVPD basis) of one molecule with the formula C5H12O.

Computed properties:
- Lowest unoccupied orbital energy: 0.03501 hartree
- E: -7426.7665 eV
- Energy above the lowest of the compared OMol25 structures with the same formula, charge and spin: 12.6 kcal/mol
- E_HOMO: -9.57 eV
- Frontier orbital gap: 0.3865 Eh
- SMILES: COC(C)(C)C
- Charge: 0

Each line ends with the Mulliken charge.
Positions of all 18 atoms, in Å:
O (-0.50, -0.87, 0.79)  -0.430
C (-0.85, 1.42, 0.83)  -1.651
C (-0.38, 0.34, -1.36)  -1.556
C (-0.26, -2.10, 0.15)  -0.756
C (-0.05, 0.32, 0.14)  1.602
C (1.46, 0.49, 0.36)  -1.424
H (0.13, -2.81, 0.89)  0.268
H (-0.69, 1.40, 1.91)  0.381
H (-0.28, 1.36, -1.74)  0.417
H (1.88, 1.30, -0.25)  0.347
H (0.47, -2.03, -0.67)  0.333
H (-1.92, 1.26, 0.64)  0.379
H (-1.41, 0.01, -1.53)  0.380
H (-0.58, 2.42, 0.45)  0.386
H (0.29, -0.30, -1.95)  0.381
H (-1.20, -2.50, -0.26)  0.245
H (1.68, 0.70, 1.41)  0.368
H (1.99, -0.43, 0.09)  0.330


3.
The following is a DFT calculation (the ωB97M-V functional and the def2-TZVPD basis) of C5H15N3O as an isolated structure in a non-equilibrium geometry.

Computed properties:
- Lowest unoccupied orbital energy: 0.02378 hartree
- E: -11941.6854 eV
- Energy above the lowest of the compared OMol25 structures with the same formula, charge and spin: 116.8 kcal/mol
- E_HOMO: -6.78 eV
- Frontier orbital gap: 0.2730 Eh
- Charge: 0

Each line ends with the Mulliken charge.
Positions of all 24 atoms, in Å:
O (-0.25, 1.22, 1.71)  -0.805
N (-1.23, 0.23, -0.28)  0.450
N (-2.45, 0.44, 0.44)  -0.897
N (1.47, -0.26, 0.84)  -0.366
C (1.25, 0.86, -0.04)  -0.838
C (-1.49, 0.49, -1.69)  -0.855
C (-0.67, -1.40, -0.09)  -0.795
C (2.69, -0.98, 0.64)  -1.066
C (-0.13, 1.36, 0.40)  0.228
H (-1.96, 1.46, -1.81)  0.333
H (-0.56, 0.45, -2.25)  0.344
H (1.95, 1.69, 0.17)  0.423
H (0.73, 0.32, 1.83)  0.444
H (-0.46, 2.31, -0.04)  0.418
H (1.29, 0.59, -1.11)  0.246
H (-2.99, -0.43, 0.45)  0.253
H (-2.16, 0.67, 1.40)  0.286
H (3.57, -0.44, 1.02)  0.286
H (0.16, -1.65, -0.75)  0.280
H (2.89, -1.17, -0.42)  0.316
H (2.63, -1.95, 1.13)  0.263
H (-1.59, -1.87, -0.43)  0.482
H (-2.17, -0.27, -2.10)  0.313
H (-0.51, -1.67, 0.95)  0.259


4.
The following is a DFT calculation (the ωB97M-V functional and the def2-TZVPD basis) of C3H2F4 as an isolated structure in a non-equilibrium geometry.

Computed properties:
- Lowest unoccupied orbital energy: 0.03396 hartree
- E: -14010.2428 eV
- Energy above the lowest of the compared OMol25 structures with the same formula, charge and spin: 62.8 kcal/mol
- E_HOMO: -10.18 eV
- Frontier orbital gap: 0.4081 Eh
- Charge: 0

Each line ends with the Mulliken charge.
Positions of all 9 atoms, in Å:
F (-2.13, 1.52, -0.50)  -0.213
F (0.78, -0.43, 1.65)  -0.243
F (-0.22, 1.89, 0.55)  -0.190
F (1.11, -2.08, 0.15)  -0.199
C (-0.54, -0.12, -0.65)  -0.652
C (-0.94, 1.03, -0.16)  0.526
C (1.08, -0.79, 0.31)  0.209
H (1.82, -0.21, -0.14)  0.324
H (-0.96, -0.80, -1.20)  0.438


5.
The following is a DFT calculation (the ωB97M-V functional and the def2-TZVPD basis) of C7H11N as an isolated structure in a non-equilibrium geometry.

Computed properties:
- Lowest unoccupied orbital energy: 0.03649 hartree
- E: -8920.2142 eV
- Energy above the lowest of the compared OMol25 structures with the same formula, charge and spin: 173.3 kcal/mol
- E_HOMO: -8.22 eV
- Frontier orbital gap: 0.3387 Eh
- Charge: 0

Each line ends with the Mulliken charge.
Positions of all 19 atoms, in Å:
N (-0.40, -0.60, 0.97)  -0.554
C (-1.04, -0.28, -1.28)  -0.584
C (0.30, -1.01, -1.30)  -0.090
C (1.87, 0.14, 0.47)  -0.711
C (0.44, 0.67, 0.74)  -0.532
C (-1.48, 0.15, 0.30)  -0.273
C (-1.00, 1.55, 0.89)  -0.508
C (1.47, -0.75, -0.73)  -0.361
H (0.31, -1.76, -2.21)  0.194
H (2.21, -1.37, -1.20)  0.351
H (-1.22, 2.45, 0.37)  0.332
H (2.74, 0.66, 0.03)  0.334
H (-2.52, 0.06, 0.47)  0.488
H (2.26, -0.40, 1.35)  0.321
H (-0.80, 0.85, -1.78)  0.198
H (0.23, 0.89, -0.27)  0.439
H (-0.57, -0.67, 2.08)  0.321
H (-1.44, 1.50, 1.91)  0.325
H (-1.85, -0.80, -2.08)  0.310


6.
The following is a DFT calculation (the ωB97M-V functional and the def2-TZVPD basis) of a 6-piece molecular cluster, C32H77IN9O8S overall in a non-equilibrium geometry.

Computed properties:
- Lowest unoccupied orbital energy: -0.17253 hartree
- E: -83149.1328 eV
- E_HOMO: -10.16 eV
- Frontier orbital gap: 0.2010 Eh
- Charge: +1

Each line ends with the Mulliken charge.
Positions of all 128 atoms, in Å:
I (0.09, 5.17, 4.12)  0.390
S (3.64, 5.25, 2.81)  1.373
O (3.17, 4.87, 1.52)  -0.578
O (-5.72, -1.68, 0.67)  -0.304
O (-0.62, 5.76, -1.71)  -0.388
O (-1.89, -3.68, 2.68)  -0.269
O (-1.28, -4.28, -2.08)  -0.205
O (3.20, -2.26, 4.10)  -0.548
O (5.07, 5.24, 2.99)  -0.677
O (-1.62, -1.12, -8.71)  -0.380
N (2.67, -0.02, 4.24)  0.812
N (1.11, -5.87, -2.03)  -0.718
N (3.71, 3.10, 4.62)  0.523
N (-1.08, -2.49, -6.24)  -0.449
N (1.51, 6.88, -0.14)  -0.564
N (4.42, 2.19, 2.08)  -0.424
N (0.52, -4.77, 1.61)  -0.589
N (-8.12, -0.83, 2.04)  -0.731
N (1.77, 4.06, 4.54)  -0.333
C (-5.73, -1.58, -0.74)  -0.757
C (0.71, 5.31, -1.89)  -0.716
C (-1.22, -6.44, 1.25)  -1.265
C (3.05, 6.86, 3.25)  -1.114
C (1.20, 0.21, 4.03)  -0.276
C (2.90, 2.43, 5.49)  0.543
C (-7.71, 0.82, 0.30)  -1.418
C (1.67, 3.04, 5.45)  -0.413
C (3.23, 1.25, 6.34)  -1.589
C (-1.35, -4.85, 3.25)  -0.851
C (-0.90, -5.03, -3.22)  -0.549
C (3.10, -1.20, 3.55)  0.345
C (3.03, -0.13, 5.66)  -0.702
C (0.45, -0.89, 3.32)  -1.769
C (-3.07, -3.86, 1.91)  -0.173
C (5.12, 2.73, 4.41)  -1.192
C (0.86, -1.09, -6.68)  -1.346
C (-1.14, 6.56, -2.75)  -0.663
C (-0.53, -2.02, -8.62)  -0.869
C (-7.15, 0.16, 1.55)  0.354
C (3.01, 4.09, 4.04)  -0.037
C (-5.75, -0.45, 1.37)  -0.718
C (2.00, 7.45, -2.46)  -1.572
C (0.00, -2.24, -7.20)  0.273
C (-0.45, -5.64, 2.29)  0.344
C (-1.09, -2.88, -2.19)  -0.634
C (5.37, 1.89, 3.15)  -0.405
C (-1.28, 0.25, -8.77)  -0.644
C (1.79, 6.31, -1.47)  0.533
C (3.45, -1.05, 2.11)  -1.423
C (0.59, -5.36, -3.30)  0.353
C (1.45, -4.18, -3.75)  -1.235
H (2.72, 5.76, -1.40)  0.341
H (0.80, 4.42, -1.26)  0.264
H (-2.04, -7.00, 1.71)  0.386
H (-6.75, -1.54, -1.13)  0.241
H (1.19, 8.18, -2.42)  0.291
H (4.52, -1.25, 2.01)  0.441
H (-2.09, 0.77, -9.29)  0.259
H (-1.25, -4.53, -4.13)  0.145
H (-5.34, -0.67, 2.36)  0.327
H (-7.05, 0.93, 2.32)  0.403
H (0.27, -1.71, -9.30)  0.482
H (-1.80, -2.40, -1.52)  0.230
H (5.32, 0.83, 3.38)  0.308
H (1.10, -4.31, 2.31)  0.223
H (0.86, 4.98, -2.93)  0.481
H (-5.17, -0.70, -1.08)  0.346
H (3.98, -0.65, 5.71)  0.564
H (1.59, -0.77, -7.43)  0.356
H (-0.91, 7.61, -2.60)  0.240
H (0.56, 7.26, -0.16)  0.310
H (2.45, -4.53, -4.02)  0.413
H (5.40, 2.14, 5.27)  0.399
H (3.17, -0.09, 1.70)  0.307
H (-8.10, -1.63, 1.42)  0.321
H (2.92, 7.98, -2.23)  0.377
H (-6.96, 1.46, -0.18)  0.345
H (-0.77, 6.24, -3.73)  0.303
H (2.93, -1.83, 1.55)  0.339
H (1.58, -3.44, -2.96)  0.221
H (1.47, 6.12, 0.53)  0.139
H (0.75, -1.02, 2.28)  0.321
H (-0.74, -4.52, 4.09)  0.376
H (-1.63, -5.81, 0.47)  0.142
H (0.59, -6.71, -1.78)  0.299
H (-3.71, -4.64, 2.33)  0.312
H (4.75, 2.97, 1.53)  0.228
H (-7.81, -1.20, 2.93)  0.272
H (0.25, -0.22, -6.41)  0.297
H (-0.01, -4.01, 1.19)  0.233
H (0.78, 2.80, 6.00)  0.634
H (-8.57, 1.43, 0.55)  0.356
H (-0.56, -7.16, 0.76)  0.308
H (-1.45, -5.97, -3.14)  0.358
H (-2.23, 6.45, -2.74)  0.258
H (0.48, -1.82, 3.87)  0.378
H (1.40, -1.40, -5.79)  0.279
H (-1.18, 0.69, -7.78)  0.221
H (0.85, -5.21, -1.30)  0.239
H (1.01, -3.69, -4.61)  0.080
H (-0.92, -2.97, -8.99)  0.355
H (5.73, 3.62, 4.42)  0.588
H (-0.35, 0.41, -9.33)  0.300
H (2.72, 6.83, 4.29)  0.415
H (0.12, -6.36, 2.90)  0.416
H (0.74, 0.39, 4.99)  0.437
H (3.85, 7.57, 3.11)  0.438
H (0.63, -3.13, -7.24)  0.368
H (0.70, -6.15, -4.05)  0.503
H (-5.07, 0.27, 0.89)  0.423
H (2.07, 7.07, -3.48)  0.366
H (4.39, 1.39, 1.46)  0.198
H (-0.08, -2.59, -1.88)  0.228
H (-5.25, -2.48, -1.13)  0.265
H (2.60, 1.33, 7.22)  0.384
H (2.32, -0.75, 6.21)  0.388
H (-0.60, -0.60, 3.29)  0.593
H (6.40, 2.09, 2.85)  0.398
H (-2.83, -4.09, 0.87)  0.036
H (-3.62, -2.92, 1.92)  -0.067
H (-1.27, -2.53, -3.21)  0.231
H (-8.04, 0.08, -0.44)  0.280
H (-2.15, -5.48, 3.66)  0.434
H (1.10, 1.13, 3.45)  0.038
H (-1.76, -1.74, -6.33)  0.273
H (-1.59, -3.32, -6.54)  0.274
H (4.25, 1.30, 6.71)  0.401
H (2.18, 7.06, 2.64)  0.292